A 2-piece molecular cluster, C2H7NS overall, computed with wB97M-V/def2-TZVPD.

lowest unoccupied orbital energy = 1.0 eV
SMILES string = C=NC.S
Kohn-Sham gap = 10.1 eV
HOMO energy = -9.125 eV

Atoms and positions in Å:
1 C -1.22257 -0.02573 1.15515
2 N -0.30720 0.12580 0.30491
3 C -0.79132 0.47771 -1.05010
4 H -0.96150 -0.08611 2.21049
5 H -2.27316 -0.18669 0.88888
6 H -1.25962 -0.38030 -1.53643
7 H -1.45486 1.33586 -1.02603
8 H 0.09150 0.75598 -1.62863
9 S 2.95034 -0.95445 0.71532
10 H 1.98891 -1.26953 -0.15293
11 H 3.23949 0.20745 0.11938



An isolated molecule of C2H7NS, computed with wB97M-V/def2-TZVPD.

lowest unoccupied orbital energy = 1.1 eV
SMILES string = NCCS
Kohn-Sham gap = 10.0 eV
HOMO energy = -8.908 eV

Atoms and positions in Å:
1 N 1.53690 -0.62792 -0.28978
2 C 0.60934 0.04873 0.63308
3 C -0.73940 0.17056 -0.39510
4 S -1.87724 1.35504 0.31777
5 H 1.29093 -1.48553 -0.66798
6 H 2.49146 -0.46405 -0.13449
7 H 0.97149 1.03973 0.89846
8 H 0.28946 -0.53000 1.41960
9 H -0.50653 0.47623 -1.50321
10 H -1.03231 -0.94479 -0.37772
11 H -3.03411 0.96201 0.09938



A 2-piece molecular cluster, C2H7NS overall, computed with wB97M-V/def2-TZVPD.

lowest unoccupied orbital energy (spin up / spin down) = -6.0 / -8.9 eV
Kohn-Sham gap (spin up / spin down) = 5.6 / 2.6 eV
HOMO energy (spin up / spin down) = -11.527 / -11.527 eV
total charge = +1
multiplicity = 2

Atoms and positions in Å:
1 S -4.17600 3.06329 -3.05930
2 H -2.92197 3.34284 -2.67167
3 C 0.78548 -1.57268 0.20762
4 C 2.24952 -0.96357 2.07420
5 N 1.16149 -0.91862 1.48860
6 H 0.82962 -0.81913 -0.57681
7 H 1.33349 -2.50228 0.08075
8 H -0.27778 -1.78146 0.32385
9 H 2.91003 -1.83926 2.00520
10 H 2.78272 -0.15751 2.57972
11 H -4.67660 4.14838 -2.45216



Calculated ΔE to the lowest compared entry with this formula, charge and spin in order - 26.4, 28.5, 47.3 kcal per mole